{
  "formula": "C57H85MnO6PSSe",
  "method": "the ωB97M-V functional and the def2-TZVPD basis",
  "gap_ha": [0.1837, 0.1936],
  "homo_ev": [-1.0, -1.3],
  "largest_force_ev_per_a": 2.390,
  "lumo_energy_ev": [3.971, 3.968],
  "energy_ev": -189566.2590,
  "charge": -2,
  "multiplicity": 6,
  "e_above_lowest_ev": 4.049,
  "species": ["Mn", "C", "C", "C", "C", "C", "C", "C", "Se", "C", "C", "C", "C", "C", "C", "O", "C", "C", "C", "C", "C", "C", "C", "C", "C", "O", "C", "C", "C", "C", "C", "C", "H", "H", "H", "H", "H", "H", "H", "H", "H", "H", "H", "H", "H", "H", "H", "H", "H", "H", "H", "H", "H", "H", "H", "H", "H", "H", "H", "H", "H", "H", "H", "H", "H", "H", "H", "H", "H", "H", "H", "H", "O", "S", "O", "O", "O", "C", "C", "C", "C", "C", "C", "C", "C", "C", "C", "C", "C", "C", "C", "C", "C", "C", "C", "C", "C", "C", "P", "C", "C", "C", "C", "C", "C", "C", "C", "H", "H", "H", "H", "H", "H", "H", "H", "H", "H", "H", "H", "H", "H", "H", "H", "H", "H", "H", "H", "H", "H", "H", "H", "H", "H", "H", "H", "H", "H", "H", "H", "H", "H", "H", "H", "H", "H", "H", "H", "H", "H", "H", "H", "H"],
  "xyz": [[-0.094, 0.037, -0.099], [-3.920, -0.425, 6.544], [-4.851, -0.526, 5.335], [-5.955, 0.531, 5.482], [-5.487, -1.927, 5.348], [-4.094, -0.324, 4.022], [-2.722, -0.123, 3.946], [-2.076, -0.038, 2.729], [-0.108, 0.144, 2.809], [0.058, -1.818, 2.766], [0.057, -2.348, 4.036], [0.197, -3.717, 4.232], [0.372, -4.487, 3.084], [0.416, -3.988, 1.787], [0.226, -2.582, 1.584], [0.203, -2.016, 0.432], [0.684, -5.014, 0.668], [1.998, -5.756, 0.969], [-0.472, -6.027, 0.621], [0.830, -4.414, -0.736], [0.200, -4.375, 5.610], [-0.983, -5.348, 5.729], [1.512, -5.150, 5.821], [0.083, -3.340, 6.730], [-2.753, -0.121, 1.473], [-2.095, -0.116, 0.344], [-4.180, -0.288, 1.546], [-4.765, -0.402, 2.807], [-5.125, -0.605, 0.357], [-4.760, -0.005, -1.016], [-6.572, -0.140, 0.636], [-5.125, -2.141, 0.222], [-4.481, -0.613, 7.464], [-3.468, 0.567, 6.614], [-3.118, -1.164, 6.477], [-6.514, 0.386, 6.414], [-6.659, 0.481, 4.650], [-5.518, 1.533, 5.491], [-6.058, -2.087, 6.271], [-4.708, -2.690, 5.280], [-6.161, -2.062, 4.500], [-2.109, -0.043, 4.840], [-0.052, -1.664, 4.873], [0.486, -5.561, 3.210], [1.951, -6.315, 1.907], [2.817, -5.037, 1.044], [2.225, -6.464, 0.164], [-0.581, -6.561, 1.568], [-0.304, -6.765, -0.172], [-1.411, -5.507, 0.416], [1.590, -3.633, -0.753], [-0.107, -3.971, -1.068], [1.112, -5.210, -1.438], [-0.945, -6.105, 4.944], [-1.927, -4.806, 5.628], [-0.975, -5.857, 6.701], [1.625, -5.945, 5.082], [1.539, -5.601, 6.820], [2.364, -4.473, 5.718], [-0.851, -2.778, 6.651], [0.916, -2.633, 6.693], [0.100, -3.841, 7.703], [-5.833, -0.590, 2.848], [-3.695, 0.146, -1.119], [-5.245, 0.959, -1.168], [-5.106, -0.677, -1.809], [-6.578, 0.859, 1.077], [-7.113, -0.817, 1.302], [-7.126, -0.105, -0.306], [-4.131, -2.488, -0.070], [-5.850, -2.463, -0.536], [-5.381, -2.609, 1.176], [2.108, -0.095, 2.282], [2.778, -0.403, 0.915], [3.985, 0.456, 0.805], [1.777, 0.148, -0.209], [-0.044, 1.202, 1.524], [1.846, 5.835, 3.102], [2.169, 4.370, 2.778], [3.677, 4.198, 2.613], [1.377, 3.916, 1.569], [-0.003, 3.858, 1.638], [-0.823, 3.531, 0.565], [-2.300, 3.543, 0.984], [-2.781, 4.970, 1.293], [-3.315, 2.852, 0.089], [-0.225, 3.190, -0.677], [1.188, 3.214, -0.734], [1.954, 3.575, 0.364], [1.922, 3.018, -2.047], [3.325, 2.434, -1.925], [1.984, 4.378, -2.767], [-1.008, 3.105, -1.975], [-1.618, 4.322, -2.310], [-2.349, 4.536, -3.462], [-2.466, 3.496, -4.370], [-1.845, 2.296, -4.092], [-1.114, 2.038, -2.916], [-0.268, 0.409, -2.807], [0.870, 0.473, -4.440], [1.457, 1.879, -4.657], [0.224, 0.125, -5.791], [2.068, -0.440, -4.125], [-1.420, -1.115, -3.293], [-2.592, -0.806, -4.226], [-0.539, -2.265, -3.793], [-2.021, -1.673, -1.995], [2.394, 6.162, 3.992], [0.779, 5.980, 3.280], [2.137, 6.472, 2.261], [1.849, 3.756, 3.627], [4.052, 4.856, 1.823], [3.928, 3.167, 2.356], [4.189, 4.461, 3.542], [-0.480, 4.047, 2.597], [-2.311, 2.987, 1.926], [-2.810, 5.572, 0.380], [-2.135, 5.476, 2.013], [-3.795, 4.938, 1.703], [-2.901, 1.912, -0.268], [-3.600, 3.461, -0.768], [-4.210, 2.636, 0.674], [3.029, 3.584, 0.256], [1.330, 2.314, -2.617], [4.034, 3.165, -1.525], [3.692, 2.143, -2.916], [3.330, 1.549, -1.292], [2.392, 5.129, -2.085], [0.991, 4.709, -3.081], [2.628, 4.333, -3.650], [-1.483, 5.151, -1.628], [-2.808, 5.499, -3.647], [-3.011, 3.630, -5.297], [-1.898, 1.503, -4.823], [0.711, 2.666, -4.545], [1.855, 1.938, -5.676], [2.286, 2.069, -3.983], [-0.339, 0.980, -6.176], [-0.439, -0.732, -5.790], [1.030, -0.083, -6.502], [2.416, -0.269, -3.102], [2.891, -0.207, -4.811], [1.842, -1.499, -4.228], [-2.296, -0.520, -5.238], [-3.205, -0.003, -3.809], [-3.224, -1.698, -4.306], [0.265, -2.440, -3.073], [-1.150, -3.171, -3.827], [-0.104, -2.133, -4.778], [-2.742, -1.004, -1.550], [-1.252, -1.878, -1.251], [-2.528, -2.619, -2.220]],
  "forces_ev_per_angstrom": [[-0.9, -0.7, -0.5], [0.0, 0.0, 0.0], [0.0, 0.0, 0.0], [0.0, 0.0, 0.0], [0.0, 0.0, 0.0], [0.0, 0.0, 0.1], [0.1, 0.1, -0.1], [0.1, 0.3, -0.2], [-0.6, -0.6, 1.3], [0.2, 0.1, -0.3], [0.0, 0.2, 0.0], [0.0, -0.1, 0.0], [0.0, 0.0, 0.0], [0.0, 0.0, 0.1], [-0.1, 0.1, 0.0], [-0.3, -0.2, -0.1], [0.0, 0.1, 0.0], [0.0, 0.0, 0.0], [0.0, 0.0, 0.0], [0.0, 0.0, 0.0], [0.0, 0.0, 0.0], [0.0, 0.0, 0.0], [0.0, 0.0, 0.0], [0.0, 0.0, 0.0], [0.2, -0.2, 0.0], [-1.0, 0.0, 0.4], [0.0, 0.0, 0.1], [-0.1, 0.1, 0.0], [0.1, -0.2, 0.0], [0.0, 0.3, 0.2], [0.0, -0.1, 0.0], [0.1, 0.0, -0.1], [0.0, 0.0, 0.0], [0.0, 0.0, 0.0], [0.0, 0.0, 0.0], [0.0, 0.0, 0.0], [0.0, 0.0, 0.0], [0.0, 0.0, 0.0], [0.0, 0.0, 0.0], [0.0, 0.0, 0.0], [0.0, 0.0, 0.0], [-0.1, 0.0, 0.0], [0.0, -0.1, 0.0], [0.0, 0.0, 0.0], [0.0, 0.0, 0.0], [0.0, 0.0, 0.0], [0.0, 0.0, 0.0], [0.0, 0.0, 0.0], [0.0, 0.0, 0.0], [0.0, 0.0, 0.0], [0.0, 0.0, 0.0], [0.0, 0.1, 0.0], [0.0, 0.0, 0.1], [0.0, 0.0, 0.0], [0.0, 0.0, 0.0], [0.0, 0.0, 0.0], [0.0, 0.0, 0.0], [0.0, 0.0, 0.0], [0.0, 0.0, 0.0], [0.0, 0.0, 0.0], [0.0, 0.0, 0.0], [0.0, 0.0, 0.0], [0.0, 0.0, 0.0], [-0.2, 0.2, 0.1], [0.0, 0.1, 0.1], [0.0, 0.1, 0.0], [0.0, 0.0, 0.0], [0.0, 0.0, 0.0], [0.0, 0.0, 0.0], [0.0, 0.0, 0.0], [0.0, 0.0, 0.0], [0.0, 0.0, 0.0], [0.2, 0.1, -0.4], [-0.2, -0.3, -0.1], [0.2, 0.4, 0.0], [2.4, 0.1, 0.2], [-0.1, 0.2, 0.3], [0.0, -0.1, 0.0], [0.1, 0.0, 0.0], [-0.1, -0.1, 0.0], [-0.2, 0.1, 0.0], [0.2, 0.2, -0.1], [-0.2, 0.1, -0.1], [-0.1, 0.1, -0.2], [0.0, 0.0, 0.0], [0.3, -0.1, -0.1], [0.3, 0.1, 0.3], [0.0, 0.0, -0.2], [0.1, 0.0, 0.0], [-0.1, 0.4, 0.6], [0.0, -0.1, 0.1], [-0.2, -0.2, -0.1], [0.1, -0.2, 0.0], [-0.1, 0.2, 0.1], [0.1, -0.2, 0.0], [-0.1, 0.2, -0.1], [0.1, -0.3, 0.1], [-0.8, 0.6, -0.3], [0.3, -0.9, -1.0], [0.1, 0.3, 0.5], [0.2, -0.1, -0.4], [-0.2, 0.0, 0.1], [0.0, 0.0, 0.0], [-0.3, 0.4, 0.3], [0.0, 0.0, -0.1], [0.2, 0.1, 0.0], [0.1, 0.1, -0.1], [0.0, 0.0, 0.0], [0.0, 0.0, 0.0], [0.0, 0.0, 0.0], [0.0, 0.0, 0.0], [0.0, 0.0, 0.0], [0.0, 0.0, 0.0], [0.0, 0.0, 0.0], [0.0, 0.0, 0.0], [0.1, -0.1, 0.0], [0.0, 0.0, 0.0], [0.0, 0.0, 0.0], [0.0, 0.0, 0.0], [-0.1, 0.0, 0.0], [0.0, 0.1, -0.1], [-0.1, -0.1, 0.0], [0.0, -0.1, 0.0], [0.0, 0.3, 0.4], [0.0, -0.1, 0.0], [0.1, 0.1, 0.1], [0.0, 0.0, 0.2], [0.0, 0.0, 0.0], [0.0, 0.1, 0.0], [0.0, 0.0, 0.0], [0.0, 0.0, 0.1], [0.0, 0.0, 0.0], [0.0, -0.1, 0.0], [-0.1, 0.1, 0.0], [0.1, 0.0, -0.1], [0.0, -0.1, -0.1], [-0.2, -0.1, -0.6], [0.0, 0.0, 0.0], [0.1, 0.1, 0.0], [0.0, 0.0, 0.0], [0.0, 0.0, 0.0], [0.0, 0.0, 0.0], [0.0, 0.0, 0.0], [-0.1, 0.0, 0.1], [0.0, -0.1, 0.0], [0.0, 0.0, 0.0], [0.0, -0.1, 0.0], [0.0, 0.0, 0.0], [0.0, -0.1, 0.1], [0.3, -0.3, -0.1], [0.0, -0.2, 0.0], [0.0, 0.0, -0.1]]
}